<A>
Formula: C8H8N2O3S
Source: the OMol25 dataset
Level of theory: ωB97M-V/def2-TZVPD

Geometry as XYZ:
```
22
Properties=species:S:1:pos:R:3:mulliken_charge:R:1
O 3.800 -0.990 -0.540 -0.59
N 0.200 -1.915 1.428 -0.55
N 2.861 -0.194 -2.012 -0.49
O -0.806 -1.403 2.285 -0.26
O 2.178 1.037 -1.058 -0.29
C 0.199 -1.201 0.359 0.33
C -2.830 1.566 1.190 -0.40
C -2.169 1.776 -0.020 -0.74
C -2.394 0.542 2.083 -0.77
C -1.149 0.866 -0.407 -0.13
C -1.382 -0.310 1.663 -0.16
C -0.786 -0.172 0.433 1.31
C 1.143 -1.494 -0.758 -0.73
S 2.482 -0.363 -0.366 0.42
H 3.781 -0.653 -2.103 0.33
H 2.521 0.700 -1.933 0.43
H -3.727 2.159 1.393 0.36
H -2.438 2.530 -0.764 0.36
H -2.892 0.345 3.000 0.43
H -0.714 0.947 -1.407 0.30
H 0.635 -1.269 -1.683 0.41
H 1.489 -2.505 -0.782 0.44
```

Properties
Orbital gap ... 6.517 eV
Spin multiplicity ... 1

<B>
Formula: C8H8N2O3S
Source: the OMol25 dataset
Level of theory: ωB97M-V/def2-TZVPD

Geometry as XYZ:
```
22
Properties=species:S:1:pos:R:3:mulliken_charge:R:1
O 1.949 -3.189 0.275 -0.54
N 2.170 0.280 2.117 -0.57
N 0.943 -2.655 -1.259 -0.49
O 1.428 1.202 2.948 -0.27
O -0.182 -1.688 -0.318 -0.44
C 1.741 0.399 0.899 0.15
C -1.341 3.286 1.559 -0.43
C -1.206 2.892 0.246 -0.53
C -0.385 2.765 2.496 -0.49
C -0.169 1.967 -0.125 -0.36
C 0.552 1.786 2.152 0.03
C 0.602 1.355 0.831 1.16
C 2.150 -0.466 -0.223 -0.56
S 1.186 -1.911 0.301 0.52
H 1.642 -3.411 -1.264 0.31
H 0.065 -2.291 -1.124 0.45
H -2.085 4.052 1.919 0.32
H -1.781 3.300 -0.572 0.38
H -0.521 3.168 3.519 0.32
H -0.226 1.608 -1.187 0.23
H 3.193 -0.665 -0.287 0.44
H 1.917 -0.141 -1.260 0.35
```

Properties
Orbital gap ... 6.555 eV
Spin multiplicity ... 1

Result of the stability comparison: <A> is the most stable of them.